Molecular formula: C3ClF2N
Method: DFT, wB97M-V/def2-TZVPD

Values from the calculation:
Frontier orbital gap: 10.55 eV
Multiplicity: 1
HOMO: -0.377 hartree
SMILES: N#CC(Cl)=C(F)F
Energy relative to the best compared isomer or geometry (same formula, charge and spin): 0.172 eV

Element x y z (Å)
1 N 1.921 1.632 -0.113
2 C 1.225 0.734 -0.011
3 C 0.305 -0.329 0.043
4 Cl 0.996 -1.925 0.070
5 C -1.014 -0.144 -0.029
6 F -1.466 1.038 0.206
7 F -1.967 -1.007 -0.166